Record 1
Molecular formula: C2H15O5S
Method: DFT, wB97M-V/def2-TZVPD

Geometry as XYZ:
```
23
Properties=species:S:1:pos:R:3:forces:R:3
C 0.466398 3.152313 -1.394664 2.019 -1.014 1.712
C 1.013939 1.673680 -1.778924 0.000 1.439 1.082
S 0.842336 0.319018 -0.523224 0.208 0.820 -1.788
H 0.870198 3.490131 -0.316232 -0.708 -0.846 -2.484
H -0.624907 3.161371 -1.290081 0.314 0.229 -0.559
H 0.941839 3.812213 -2.175841 -1.063 -0.387 0.855
H 2.107167 1.737527 -1.877919 -0.117 -0.029 0.016
H 0.680907 1.408363 -2.789155 -0.201 -0.418 0.391
H 0.210582 1.242053 0.961271 -0.584 1.213 2.989
H 0.964565 1.388243 2.303747 -0.201 0.067 0.382
O 0.078629 1.584402 1.972037 0.664 -0.569 -2.728
H -2.069966 0.822695 3.711886 0.206 -0.060 -0.493
H -1.618682 0.462852 2.249528 0.059 0.437 1.309
O -1.904475 0.087957 3.106078 -0.390 -0.445 -0.490
H -1.458507 -0.715262 -0.464730 0.274 3.220 -3.036
H -1.557639 -1.009592 0.943296 -0.203 -0.466 -0.125
O -1.557655 -1.431223 0.064648 -0.646 -1.897 2.987
H 0.709532 -1.376160 -2.769073 0.539 -0.347 -0.641
H 1.778608 -1.633717 -1.844497 0.707 -0.226 0.663
O 1.645799 -1.659197 -2.786771 -1.162 0.330 -0.315
H -1.341511 -2.899188 0.813522 -0.977 0.757 -1.468
H -0.524487 -3.224165 1.947575 -0.491 -1.512 -1.219
O -0.940686 -3.672890 1.145236 1.754 -0.297 2.962
```
Forces are in eV/Å.

As for the spin multiplicity: 2. For the molecular weight, the calculation gives 151.2 g/mol. As for the energy relative to the best compared isomer or geometry (same formula, charge and spin): 42.6 kcal/mol.

Record 2
Molecular formula: C6H30NO8
Method: DFT, wB97M-V/def2-TZVPD

Geometry as XYZ:
```
45
Properties=species:S:1:pos:R:3:forces:R:3
C -0.101815 0.414886 -1.565021 -2.098 1.042 0.239
O -0.352804 -0.762002 -2.268831 2.360 -1.082 -1.810
C 0.102915 0.073873 -0.071902 3.962 0.536 -1.153
C -0.288573 1.202763 0.803539 0.204 -0.511 1.300
C 0.262024 1.011638 2.225104 -2.293 -2.021 0.241
C -0.798694 0.739997 3.318080 1.363 0.178 0.913
C -1.902409 1.763121 3.418267 -3.452 -3.029 1.123
N -0.676906 -1.135731 0.249625 1.424 -4.177 -0.142
H -1.094238 1.008746 -1.622323 1.640 -0.475 -0.003
H 0.720996 0.970567 -2.077786 -0.686 -0.024 1.021
H 0.534718 -0.954489 -2.711946 -2.097 -0.283 0.619
H 1.311442 -0.156347 0.067642 -3.418 0.019 -0.046
H -1.355746 1.133343 0.872727 -0.920 0.477 -0.104
H -0.028022 2.177409 0.396748 0.082 -0.105 -0.202
H 0.777178 1.832639 2.476636 1.700 3.386 1.067
H 1.006095 0.253140 2.334138 0.528 -0.937 -0.547
H -0.967060 -0.335739 3.479617 -1.323 0.034 -1.213
H -0.359037 0.775649 4.298554 1.314 0.743 0.448
H -2.200673 2.081407 4.448875 0.415 -0.684 -0.693
H -1.835871 2.634399 2.908585 1.321 2.781 -1.774
H -2.834994 1.357456 2.929518 0.523 0.187 0.721
H -0.485714 -1.566426 1.198733 -0.534 1.434 -0.647
H -1.678499 -1.214205 -0.026623 0.394 0.810 0.457
H -0.216858 -1.940871 -0.301712 -0.688 1.429 0.149
H 3.100936 -0.113164 -1.050284 -1.137 0.198 0.456
H 4.479792 -0.116137 -1.279616 -0.836 -1.618 -0.951
O 3.688065 -0.698644 -1.507097 2.207 0.844 0.046
H 3.247122 2.073891 0.316373 0.398 -0.328 0.301
H 2.261629 1.971587 -0.741696 -1.249 0.879 -1.232
O 2.866520 1.423106 -0.284891 0.661 0.385 1.188
H -4.325782 -1.816430 1.470553 -0.683 1.204 -1.308
H -4.884464 -0.899393 0.155740 1.124 -0.832 1.841
O -4.304049 -0.952797 0.980077 -0.158 -0.421 -0.594
H 2.500539 -3.664135 -1.209488 4.861 -4.230 2.706
H 2.444342 -2.283216 -2.077978 0.114 -2.476 1.731
O 2.009799 -3.064941 -1.591878 -5.008 6.757 -4.241
H 1.529340 3.404747 -3.367361 -0.372 0.224 0.288
H 0.106236 3.947869 -2.981075 1.584 -0.702 0.613
O 0.939635 3.536602 -2.604797 -1.107 0.394 -0.835
H 1.779117 -2.431504 2.960710 0.083 1.355 6.844
H 1.323027 -3.508547 1.988487 0.357 0.256 0.519
O 1.759175 -2.655623 2.124804 -0.642 -1.587 -7.393
H -3.670883 0.614762 -2.397087 -0.057 0.611 -0.241
H -3.149628 -0.769439 -2.723767 0.291 -0.268 -0.412
O -3.723516 -0.295092 -2.128720 -0.153 -0.372 0.709
```
Forces are in eV/Å.

As for the spin multiplicity: 1. For the molecular weight, the calculation gives 244.3 g/mol. The total charge is +1. As for the energy relative to the best compared isomer or geometry (same formula, charge and spin): 80.6 kcal/mol.

Record 3
Molecular formula: C26H28N4O2
Method: DFT, wB97M-V/def2-TZVPD

Geometry as XYZ:
```
60
Properties=species:S:1:pos:R:3:forces:R:3
C 7.605073 1.229077 0.560259 0.204 -0.090 0.011
H 7.998349 0.929610 -0.417036 -0.019 -0.003 0.044
O 6.308434 1.762514 0.454829 -0.338 0.056 -0.050
C 5.312585 0.959741 -0.016915 -0.181 0.049 -0.023
C 5.474179 -0.357231 -0.430145 0.319 0.110 0.111
C 4.382607 -1.070278 -0.891986 -0.189 0.107 0.008
C 3.113776 -0.510263 -0.956181 0.095 -0.137 -0.166
C 2.965115 0.809867 -0.547173 0.112 0.006 -0.034
C 4.044562 1.534156 -0.086025 0.257 0.064 0.085
H 3.927969 2.558222 0.231956 -0.012 0.130 0.036
H 2.001242 1.292747 -0.585428 -0.058 0.090 -0.019
C 1.967876 -1.373444 -1.433836 -0.115 -0.126 -0.071
C 0.719116 -0.597937 -1.839950 0.258 -0.100 -0.021
C -0.025317 -0.047282 -0.664110 -0.171 -0.167 0.363
N -0.899406 0.902728 -0.932932 0.061 0.236 -0.238
C -1.592252 1.408195 0.091440 0.812 -0.162 -0.028
N -1.367948 1.127083 1.377352 -0.265 0.232 0.202
C -0.500841 0.174165 1.661092 0.125 -0.223 -0.219
C 0.183569 -0.521770 0.641597 -0.319 0.512 0.034
C 1.069591 -1.653911 0.905374 0.198 -0.292 -0.243
O 1.371506 -2.039641 2.017011 -0.003 -0.039 0.023
C 1.571399 -2.366560 -0.334176 0.191 -0.130 0.015
H 0.760806 -3.006383 -0.696347 -0.049 -0.056 -0.004
H 2.410710 -3.002872 -0.049315 -0.081 0.027 0.042
C -0.317531 -0.129218 3.105262 0.020 0.039 0.148
H 0.727930 -0.009452 3.381877 0.033 -0.087 0.079
H -0.942399 0.533544 3.697827 -0.038 0.041 -0.031
H -0.578837 -1.167522 3.300125 0.054 -0.065 0.067
N -2.557382 2.317996 -0.191236 -0.049 0.272 0.000
C -3.484175 2.655319 0.864285 -0.056 0.066 0.201
H -3.993892 3.577034 0.574307 0.025 -0.030 0.019
C -4.488835 1.482673 1.041303 -0.088 0.085 0.220
N -4.479531 0.638174 -0.138088 -0.204 0.080 -0.065
C -3.753193 -0.549915 -0.150957 -0.124 -0.404 -0.068
C -3.613422 -1.320711 1.009838 -0.010 0.048 0.138
C -2.914251 -2.510248 1.003654 0.019 -0.018 0.012
C -2.354015 -2.998065 -0.163652 0.088 -0.157 -0.067
C -2.523141 -2.273630 -1.328955 0.020 -0.146 0.024
C -3.202621 -1.070690 -1.327477 -0.134 0.102 -0.076
H -3.281137 -0.537856 -2.260801 -0.008 0.114 -0.057
H -2.116733 -2.643491 -2.260483 0.027 -0.021 -0.072
H -1.808946 -3.929858 -0.163529 0.037 -0.094 -0.010
H -2.812269 -3.066178 1.924303 -0.011 -0.043 0.088
H -4.058963 -1.001229 1.938686 -0.038 0.053 0.043
C -4.528688 1.467282 -1.322541 -0.012 -0.012 -0.072
H -4.743658 0.864025 -2.203114 -0.036 0.083 -0.005
C -3.201067 2.258965 -1.485246 -0.018 -0.019 -0.294
H -3.396818 3.275777 -1.837443 0.000 -0.071 -0.044
H -2.513171 1.764025 -2.169683 -0.156 0.138 0.001
H -5.363573 2.161469 -1.185434 0.022 -0.068 -0.059
H -4.210439 0.905770 1.917430 -0.052 0.049 -0.033
H -5.503123 1.871475 1.185875 0.085 -0.014 0.083
H -2.922972 2.821182 1.781780 -0.174 0.082 -0.054
H 0.034950 -1.272035 -2.364985 -0.020 0.015 -0.020
H 0.954839 0.217936 -2.525635 -0.075 0.016 0.033
H 2.321110 -1.944725 -2.301424 -0.068 0.065 0.108
H 4.528616 -2.092345 -1.212794 0.008 -0.120 -0.036
H 6.438927 -0.838749 -0.398648 0.102 -0.004 0.012
H 8.221793 2.030320 0.964649 -0.001 -0.091 -0.031
H 7.633893 0.372407 1.241553 -0.001 0.023 -0.038
```
Forces are in eV/Å.

As for the spin multiplicity: 1. For the molecular weight, the calculation gives 428.5 g/mol. As for the energy relative to the best compared isomer or geometry (same formula, charge and spin): 25.7 kcal/mol.

Record 4
Molecular formula: C13H17F3N2O2S
Method: DFT, wB97M-V/def2-TZVPD

Geometry as XYZ:
```
38
Properties=species:S:1:pos:R:3:forces:R:3
O -2.105270 -2.855913 1.403867 2.863 0.849 -4.859
S -1.583502 -2.571651 -0.023676 -4.182 3.395 4.545
O -1.760754 -3.449379 -1.077011 -0.432 -3.763 -2.757
N -2.385571 -1.182951 -0.598399 -3.171 -0.855 -0.742
H -3.062471 -1.542202 -1.465951 2.026 1.286 3.319
C -3.006873 -0.321179 0.485360 1.006 3.703 -2.969
C -1.976408 0.642345 1.057850 -0.108 4.476 -2.516
N -1.795021 1.904198 -0.156371 -2.020 -3.031 5.374
C -1.118789 3.053370 0.421844 0.797 -2.466 6.313
H -1.323370 3.858393 -0.075728 -2.193 4.900 -2.780
C 0.377998 2.951711 0.337160 -7.776 -11.830 0.745
H 0.741088 2.333630 1.085943 0.785 -0.623 2.142
H 1.019857 3.491612 0.064484 8.361 9.725 -3.122
C 0.494840 1.934079 -0.883878 -4.174 -6.646 5.864
H 0.991616 0.900872 -0.838677 0.333 1.563 1.186
H 0.896543 2.296973 -1.636511 3.484 3.877 -7.168
C -0.979649 1.410569 -1.185106 2.527 16.561 2.843
H -1.396222 2.198852 -1.941092 1.112 -1.238 -0.134
H -1.096882 0.655684 -1.615961 -1.897 -12.137 -5.392
H -1.366184 3.245227 1.675441 0.094 -0.551 -3.808
H -0.983115 0.232054 0.954076 0.364 -0.194 1.256
H -2.329196 1.270363 2.008329 1.054 -1.924 -1.964
H -3.292645 -0.700874 1.356225 -1.726 -3.422 3.030
H -3.858407 0.369923 0.194740 0.933 -1.234 -0.591
C -0.004984 -1.931936 -0.228369 -1.613 -1.067 15.978
C 0.751937 -1.945906 -1.195165 1.178 0.137 0.336
C 2.010338 -1.770230 -1.182441 11.930 6.413 -1.085
C 2.668651 -1.185414 0.002373 -4.846 -4.571 0.351
C 1.873573 -1.529577 1.351291 1.149 0.954 -10.919
C 0.657400 -1.916751 1.295843 -2.366 0.582 -7.433
H 0.071334 -1.902079 2.084403 -2.924 -0.716 3.653
H 2.434209 -1.335408 2.045437 5.296 1.777 8.266
C 4.094902 -0.845474 0.092187 0.602 0.991 -0.972
F 4.680899 -1.174959 -1.114537 -0.074 1.597 1.539
F 4.751773 -1.597452 1.005148 -0.402 1.560 -0.270
F 4.194249 0.627106 0.412079 0.444 -4.138 -0.891
H 2.571027 -1.464675 -2.277073 -1.426 -1.528 3.240
H 0.143078 -2.152950 -1.838132 -5.008 -2.414 -9.607
```
Forces are in eV/Å.

As for the spin multiplicity: 1. For the molecular weight, the calculation gives 322.4 g/mol. As for the energy relative to the best compared isomer or geometry (same formula, charge and spin): 356.5 kcal/mol.